C16H21BCl4FeN4O2S | ωB97M-V/def2-TZVPD

The geometry in XYZ format:
```
50
Properties=species:S:1:pos:R:3:forces:R:3
Fe -0.121975 -0.433131 -0.129413 0.170 0.986 -0.255
C -1.370997 2.363490 0.736995 -0.091 -0.070 -0.009
C -1.248805 2.294301 -0.767177 -0.043 0.175 -0.068
N -0.040422 1.543172 -1.160889 -0.106 -0.573 -0.307
C 1.236275 2.265246 -1.156093 0.043 0.229 0.083
C 1.880584 2.428556 0.219007 0.037 -0.041 0.006
S 1.785885 0.949978 1.267158 -0.241 -0.382 0.216
C 0.785881 1.482832 2.688992 -0.026 0.033 -0.053
C -0.667863 1.003173 2.653259 0.067 -0.055 -0.037
N -1.225647 1.007134 1.292803 0.128 0.009 -0.061
H -2.336081 2.795990 1.006235 0.005 0.050 0.026
H -0.604600 3.008724 1.160872 0.002 -0.047 0.056
H -1.249826 3.292469 -1.211214 0.024 0.040 0.031
H -2.104824 1.742288 -1.149349 0.059 0.069 -0.120
H -0.195924 1.215781 -2.111249 0.026 0.042 -0.024
H 1.118064 3.261114 -1.594426 -0.008 -0.009 -0.050
H 1.918667 1.711970 -1.798699 -0.021 -0.001 -0.037
H 1.475172 3.267238 0.781577 -0.008 0.003 -0.039
H 2.942080 2.619888 0.067485 -0.009 0.118 0.030
H 0.888086 2.565241 2.755612 -0.067 0.001 0.055
H 1.261297 1.059731 3.571968 0.066 0.052 0.002
H -1.254346 1.625290 3.334365 -0.065 0.037 -0.034
H -0.719130 -0.017667 3.012959 -0.010 -0.053 0.110
H -2.125673 0.532998 1.295658 -0.005 0.039 0.040
B -1.530982 -3.296569 3.152724 -0.276 -0.270 0.120
C -0.926311 -2.425912 2.040360 0.135 0.118 0.005
N -0.458895 -1.695364 1.259985 0.042 -0.570 0.086
H -1.234177 -2.744630 4.192786 0.058 -0.017 -0.082
H -1.093564 -4.416257 3.038042 0.126 0.109 0.034
H -2.730504 -3.306781 2.976246 0.059 0.140 -0.052
Cl 4.541778 -2.261213 -3.090861 0.053 -0.138 -0.010
C 3.780066 -0.716188 -2.805296 -0.167 0.070 0.184
Cl 4.948743 0.484931 -2.240823 0.035 0.034 0.011
Cl 2.940952 -0.131990 -4.245565 -0.037 0.023 -0.072
C 2.761041 -0.861238 -1.748565 0.252 -0.111 -0.057
N 1.965492 -0.929154 -0.931212 0.005 0.051 -0.049
Cl -4.986554 -4.440515 -5.646749 0.020 0.022 0.010
C -3.990534 -3.536961 -4.565826 0.002 -0.022 -0.022
C -4.508661 -2.406124 -3.949165 -0.059 0.038 0.020
C -3.714823 -1.693884 -3.070861 -0.058 0.019 0.025
C -2.406659 -2.101658 -2.827621 0.048 0.015 -0.054
C -1.894884 -3.232073 -3.460174 0.025 0.021 -0.061
C -2.688570 -3.957207 -4.329051 0.058 -0.024 0.029
C -1.558768 -1.342385 -1.905109 -0.113 -0.156 -0.251
O -2.029238 -0.500892 -1.086502 -0.158 0.221 0.539
O -0.294904 -1.496218 -1.876826 0.049 -0.180 0.072
H -5.523852 -2.098190 -4.156525 0.008 -0.014 0.006
H -4.104612 -0.815153 -2.574496 -0.003 -0.022 0.012
H -0.877461 -3.539436 -3.260231 -0.006 -0.009 -0.007
H -2.308499 -4.841884 -4.820141 -0.023 0.002 0.004
```
Positions in Å, forces in eV/Å.

Summary:
- 2S+1 = 6
- relative energy (zero: lowest compared OMol25 entry of this formula, charge and spin) (kcal/mol) = 1.38
- total charge = +1
- HOMO-LUMO gap (spin up / spin down) (eV) = 8.995 / 6.843
- HOMO energy (spin up / spin down) (eV) = -11.8 / -11.8
- molar mass (g mol⁻¹) = 541.9
- E_LUMO (spin up / spin down) (eV) = -2.806 / -4.952

Charge distribution, Mulliken scheme, values in e: 0.919 -0.597 -0.875 -0.167 -0.542 -0.733 -0.011 -0.692 -0.534 -0.102 0.436 0.258 0.517 0.282 0.304 0.436 0.046 0.405 0.549 0.436 0.530 0.416 0.124 0.273 0.253 0.391 -0.646 -0.100 -0.082 -0.069 -0.068 0.742 -0.075 -0.085 -0.081 -0.495 -0.178 0.395 -0.773 -0.284 0.082 -0.301 -0.741 1.020 -0.618 -0.669 0.426 0.418 0.436 0.425


C27H23AuGeN13 | ωB97M-V/def2-TZVPD

The geometry in XYZ format:
```
65
Properties=species:S:1:pos:R:3:forces:R:3
Au -0.712508 -0.469974 -2.112411 -0.002 -0.059 -0.019
N 3.054192 1.705239 -1.983370 0.040 -0.040 0.030
C 4.025986 1.216533 -2.822247 -0.007 -0.040 -0.025
C 3.416899 1.024545 -4.025147 0.066 0.005 0.002
N 2.083315 1.351422 -3.944598 -0.021 0.062 -0.055
C 1.900486 1.708889 -2.702223 -0.009 0.011 0.015
C 0.625256 2.191829 -2.172000 -0.043 -0.141 -0.090
N -0.543298 1.573580 -2.184239 0.122 0.121 0.288
C -1.494909 2.471650 -1.751969 -0.091 -0.108 -0.071
C -0.886711 3.643854 -1.457757 -0.014 0.024 0.001
N 0.453268 3.445024 -1.723595 0.074 0.177 -0.094
H 3.055173 1.583374 -0.980367 -0.033 -0.007 0.005
H 5.031863 1.037815 -2.485585 0.001 0.019 -0.007
H 3.855843 0.681042 -4.946883 -0.008 -0.005 0.004
H -2.532497 2.193937 -1.708446 0.005 -0.010 0.032
H -1.269938 4.574217 -1.082341 -0.006 -0.007 0.010
H 1.176912 4.142978 -1.731039 -0.016 -0.004 0.019
N -2.885558 -2.874809 -3.278522 0.056 -0.021 0.019
C -3.337519 -1.581254 -3.426273 -0.003 -0.050 -0.001
N -4.546402 -1.269783 -3.857155 -0.006 0.034 -0.016
N -4.558150 0.079830 -3.844629 0.014 0.007 0.032
N -3.431366 0.543648 -3.429951 -0.047 -0.030 -0.049
N -2.613394 -0.502256 -3.164086 -0.012 0.029 -0.018
C -1.749979 -3.272373 -2.614811 -0.055 0.032 0.007
N -1.442660 -4.543131 -2.448553 -0.026 -0.047 0.016
N -0.271670 -4.528100 -1.776708 0.019 0.074 -0.050
N 0.116944 -3.331480 -1.551195 -0.049 -0.048 0.024
N -0.815120 -2.485601 -2.064846 0.067 0.073 -0.039
H -3.528455 -3.609936 -3.516076 -0.006 0.009 0.003
C 0.972602 -0.381678 -0.915403 -0.026 -0.231 -0.085
Ge 0.403657 -0.393519 0.918407 0.001 0.209 0.047
C -0.044633 -1.993887 1.985581 0.024 -0.060 -0.076
C 0.562214 -3.219245 1.706634 -0.031 0.002 -0.017
C 0.296511 -4.340768 2.481417 -0.012 -0.007 0.002
C -0.586949 -4.255363 3.549028 0.014 -0.001 -0.006
C -1.206638 -3.046612 3.833812 -0.016 0.022 -0.003
C -0.937451 -1.927467 3.055083 0.055 -0.012 0.027
C -1.132396 0.822545 1.223661 0.030 0.015 0.055
C -2.393103 0.462463 0.741058 -0.027 -0.026 0.005
C -3.497910 1.288823 0.898519 0.026 -0.033 -0.016
C -3.363190 2.505935 1.553216 0.022 0.011 0.011
C -2.125144 2.874083 2.061037 -0.019 0.006 0.001
C -1.025885 2.036903 1.901647 -0.019 -0.031 -0.032
C 1.946273 0.411196 1.878638 -0.042 0.064 0.001
C 2.418223 1.664857 1.475416 -0.030 -0.039 0.021
C 3.528902 2.252128 2.065812 0.002 -0.017 0.022
C 4.203954 1.582824 3.080765 -0.005 0.013 -0.025
C 3.750312 0.341019 3.498597 -0.008 -0.013 0.003
C 2.629742 -0.233735 2.905799 0.003 -0.006 0.010
H 1.483955 -1.331433 -1.121213 0.030 0.030 0.091
H 1.220661 -3.307598 0.850073 -0.002 0.008 0.009
H 0.765098 -5.286560 2.237360 -0.002 0.005 0.001
H -0.801025 -5.131225 4.149945 -0.001 0.000 -0.002
H -1.906461 -2.975795 4.658540 0.003 -0.002 0.001
H -1.431971 -0.989547 3.285218 -0.007 0.003 0.000
H -2.523438 -0.486335 0.227975 0.005 0.006 0.001
H -4.458412 0.983932 0.500538 0.002 0.005 0.001
H -4.220119 3.157690 1.674525 0.002 -0.001 0.000
H -2.014156 3.814226 2.589937 -0.002 -0.003 -0.003
H -0.073367 2.337737 2.322738 0.027 0.004 -0.015
H 1.882927 2.193817 0.690058 0.009 0.015 0.016
H 3.868981 3.229433 1.741273 -0.003 -0.002 -0.003
H 5.076118 2.029839 3.542437 -0.005 0.000 0.001
H 4.270438 -0.185362 4.290473 -0.001 0.002 -0.004
H 2.285705 -1.204042 3.248404 -0.002 0.005 -0.008
```
Positions in Å, forces in eV/Å.

Summary:
- 2S+1 = 1
- relative energy (zero: lowest compared OMol25 entry of this formula, charge and spin) (kcal/mol) = 0.00
- total charge = -1
- HOMO-LUMO gap (eV) = 6.349
- HOMO energy (eV) = -4.1
- molar mass (g mol⁻¹) = 799.1
- E_LUMO (eV) = 2.231

Charge distribution, Mulliken scheme, values in e: 1.004 0.013 -0.306 -0.613 -0.596 -0.031 0.485 0.101 -0.237 -1.146 0.236 0.225 0.420 0.418 0.625 0.415 0.269 -0.106 0.455 -0.509 -0.674 -0.374 0.072 0.650 -0.570 -0.670 -0.280 0.391 0.230 -1.650 2.318 -0.158 -0.521 -0.633 -0.404 -0.663 -0.116 -0.392 0.054 -0.779 -0.438 -0.650 -0.258 -0.556 -0.317 -0.872 -0.505 -0.655 -0.410 0.588 0.233 0.389 0.350 0.383 0.321 0.467 0.394 0.349 0.381 0.377 0.962 0.385 0.357 0.401 0.367


C5H12O | ωB97M-V/def2-TZVPD

The geometry in XYZ format:
```
18
Properties=species:S:1:pos:R:3:forces:R:3
C 2.061221 -0.029834 -0.531777 -0.041 0.134 0.069
C 0.827599 -0.761402 -0.003109 0.014 -0.017 0.049
C -0.497216 0.043338 -0.056449 -0.045 0.102 0.307
C -1.640794 -0.733018 0.625022 0.011 -0.085 -0.073
C -0.480520 1.473819 0.511094 0.095 -0.059 -0.041
O -0.802800 0.230929 -1.439010 -0.308 -0.241 -0.225
H 1.863005 0.381885 -1.526416 0.031 -0.014 0.151
H 2.930401 -0.696739 -0.609657 -0.275 0.086 0.060
H 2.336947 0.788567 0.137447 0.033 0.017 -0.108
H 1.005669 -1.122056 1.013397 0.000 0.055 0.053
H 0.698964 -1.665755 -0.627004 -0.234 0.234 0.277
H -1.556392 -0.755562 1.719289 0.171 0.055 -0.241
H -1.667415 -1.772677 0.277709 0.015 0.081 0.000
H -2.603865 -0.269755 0.379016 0.216 -0.030 -0.004
H -0.307584 1.511382 1.592498 0.091 -0.179 -0.185
H -1.463088 1.928982 0.322712 0.233 -0.185 0.016
H 0.261875 2.100617 0.009705 -0.013 -0.151 0.052
H -0.966005 -0.652720 -1.794467 0.005 0.197 -0.157
```
Positions in Å, forces in eV/Å.

Summary:
- SMILES string = CCC(C)(C)O
- 2S+1 = 1
- relative energy (zero: lowest compared OMol25 entry of this formula, charge and spin) (kcal/mol) = 1.71
- total charge = 0
- HOMO-LUMO gap (eV) = 11.102
- HOMO energy (eV) = -10.2
- molar mass (g mol⁻¹) = 88.1
- E_LUMO (eV) = 0.947

Charge distribution, Mulliken scheme, values in e: -1.212 -0.572 1.403 -1.675 -1.697 -0.594 0.294 0.379 0.285 0.325 0.363 0.363 0.374 0.413 0.353 0.414 0.387 0.397


C5H7N | ωB97M-V/def2-TZVPD

The geometry in XYZ format:
```
13
Properties=species:S:1:pos:R:3:forces:R:3
C 1.221431 -0.650267 -0.678050 0.008 -0.016 0.041
C -0.001714 0.100202 -1.141679 0.199 -0.174 -0.165
N -1.324359 -0.419154 -0.785888 -0.022 -0.142 0.073
C -1.232598 0.779312 0.045340 -0.055 -0.054 0.174
C -0.760583 0.519866 1.384918 0.196 0.000 0.416
C -0.486914 0.373930 2.555637 -0.122 0.040 -0.460
H 1.181800 -0.836811 0.400265 -0.012 0.025 -0.158
H 1.281020 -1.613504 -1.197325 -0.008 0.129 0.067
H 2.133951 -0.088487 -0.900354 -0.137 -0.069 0.025
H 0.011945 0.429538 -2.184488 -0.002 0.025 0.168
H -1.172069 -1.253859 -0.214864 -0.023 0.112 -0.046
H -0.095088 1.208215 -0.639799 0.023 0.102 0.052
H -0.259413 0.263991 3.593511 -0.046 0.022 -0.187
```
Positions in Å, forces in eV/Å.

Summary:
- 2S+1 = 1
- relative energy (zero: lowest compared OMol25 entry of this formula, charge and spin) (kcal/mol) = 138.62
- total charge = 0
- HOMO-LUMO gap (eV) = 8.782
- HOMO energy (eV) = -8.0
- molar mass (g mol⁻¹) = 81.1
- E_LUMO (eV) = 0.745

Charge distribution, Mulliken scheme, values in e: -1.039 -0.041 -0.477 -0.660 -0.253 0.184 0.283 0.301 0.331 0.427 0.310 0.224 0.410